Computed, not measured: 7 unconnected molecules or ions with the total composition C56H120N6O7, with wB97M-V/def2-TZVPD.

Each atom is followed by the atoms it is bonded to, with distances in Å.
CARTESIAN COORDINATES (ANGSTROEM)
1 C -0.1782 1.8748 0.0924  C2 1.529, H12 1.084, H13 1.094, H14 1.101
2 C 0.4540 0.6610 0.7745  C1 1.529, C3 1.530, C4 1.539, N10 1.460
3 C 0.5602 0.9420 2.2751  C2 1.530, H15 1.091, H16 1.090, H17 1.089
4 C -0.5572 -0.4746 0.5346  C2 1.539, C5 1.534, H18 1.091, H19 1.091
5 C -0.0068 -1.8825 0.7975  C4 1.534, C6 1.539, H20 1.096, H21 1.093
6 C 1.3347 -2.0894 0.0730  C5 1.539, C7 1.522, H22 1.093, H23 1.099
7 C 2.3406 -0.9686 0.2956  C6 1.522, C8 1.536, C9 1.527, N10 1.455
8 C 2.9369 -1.1514 1.6992  C7 1.536, H24 1.098, H25 1.095, H26 1.089
9 C 3.4545 -1.1752 -0.7277  C7 1.527, H27 1.089, H28 1.093, H29 1.093
10 N 1.6820 0.3082 0.0679  C2 1.460, C7 1.455, O11 1.419
11 O 2.6193 1.3588 0.2484  N10 1.419, H30 0.963
12 H -0.4258 1.7018 -0.9490  C1 1.084
13 H -0.9853 2.2521 0.7277  C1 1.094
14 H 0.4635 2.7589 0.2288  C1 1.101
15 H -0.4006 0.8767 2.7887  C3 1.091
16 H 1.1083 0.1361 2.7628  C3 1.090
17 H 1.0856 1.8728 2.4828  C3 1.089
18 H -1.3826 -0.3390 1.2355  C4 1.091
19 H -0.8925 -0.4998 -0.5033  C4 1.091
20 H 0.1893 -2.1317 1.8471  C5 1.096
21 H -0.7339 -2.6464 0.5091  C5 1.093
22 H 1.1848 -2.4652 -0.9423  C6 1.093
23 H 1.7451 -2.9564 0.6102  C6 1.099
24 H 3.3056 -0.2123 2.1328  C8 1.098
25 H 3.8580 -1.7273 1.8340  C8 1.095
26 H 2.1775 -1.5390 2.3771  C8 1.089
27 H 4.3416 -0.5800 -0.5159  C9 1.089
28 H 3.0083 -0.9889 -1.7077  C9 1.093
29 H 3.7964 -2.2138 -0.7125  C9 1.093
30 H 2.7510 1.7785 -0.6083  O11 0.963
31 C -5.2628 3.1379 -3.5502  C32 1.530, H42 1.088, H43 1.093, H44 1.091
32 C -6.0581 1.8318 -3.5093  C31 1.530, C33 1.529, C34 1.529, N40 1.448
33 C -7.4047 2.0867 -2.8305  C32 1.529, H45 1.089, H46 1.092, H47 1.090
34 C -6.3728 1.4262 -4.9491  C32 1.529, C35 1.522, H48 1.098, H49 1.092
35 C -5.1524 1.0328 -5.7683  C34 1.522, C36 1.539, H50 1.090, H51 1.097
36 C -4.4644 -0.1440 -5.0536  C35 1.539, C37 1.527, H52 1.090, H53 1.101
37 C -4.2972 -0.0179 -3.5407  C36 1.527, C38 1.530, C39 1.557, N40 1.455
38 C -4.2193 -1.4341 -2.9663  C37 1.530, H54 1.091, H55 1.092, H56 1.094
39 C -2.9481 0.6748 -3.1880  C37 1.557, H57 1.094, H58 1.096, H59 1.090
40 N -5.4126 0.6786 -2.9175  C32 1.448, C37 1.455, O41 1.414
41 O -5.2078 0.8510 -1.5291  N40 1.414, H60 0.962
42 H -5.8363 3.8991 -4.0745  C31 1.088
43 H -5.0359 3.4790 -2.5373  C31 1.093
44 H -4.2597 3.0218 -3.9640  C31 1.091
45 H -7.9740 1.1587 -2.8316  C33 1.089
46 H -7.2042 2.4289 -1.8133  C33 1.092
47 H -7.9397 2.9234 -3.2793  C33 1.090
48 H -7.0016 0.5258 -4.9439  C34 1.098
49 H -6.9450 2.2196 -5.4353  C34 1.092
50 H -5.4491 0.7939 -6.7895  C35 1.090
51 H -4.4597 1.8787 -5.8635  C35 1.097
52 H -3.5481 -0.4159 -5.5775  C36 1.090
53 H -5.1546 -0.9666 -5.2948  C36 1.101
54 H -3.3667 -1.9938 -3.3521  C38 1.091
55 H -5.1551 -1.9726 -3.1276  C38 1.092
56 H -4.0632 -1.3923 -1.8846  C38 1.094
57 H -2.1661 0.5834 -3.9470  C39 1.094
58 H -2.5210 0.1753 -2.3115  C39 1.096
59 H -2.9842 1.7229 -2.8905  C39 1.090
60 H -5.8162 0.2311 -1.1159  O41 0.962
61 C -0.1440 -6.6109 3.5922  C62 1.533, H72 1.096, H73 1.096, H74 1.088
62 C 0.1455 -5.6000 4.7074  C61 1.533, C63 1.539, C64 1.519, N70 1.449
63 C -1.0437 -4.6246 4.7559  C62 1.539, H75 1.089, H76 1.089, H77 1.089
64 C 0.2696 -6.4318 5.9724  C62 1.519, C65 1.532, H78 1.093, H79 1.094
65 C 0.8365 -5.5865 7.1173  C64 1.532, C66 1.519, H80 1.097, H81 1.089
66 C 2.1729 -4.9850 6.7182  C65 1.519, C67 1.520, H82 1.099, H83 1.103
67 C 2.1977 -4.2119 5.4101  C66 1.520, C68 1.524, C69 1.525, N70 1.455
68 C 1.7063 -2.7896 5.6523  C67 1.524, H84 1.102, H85 1.094, H86 1.088
69 C 3.6439 -4.1702 4.9279  C67 1.525, H87 1.092, H88 1.096, H89 1.088
70 N 1.4181 -4.9626 4.4370  C62 1.449, C67 1.455, O71 1.418
71 O 1.4659 -4.3702 3.1492  N70 1.418, H90 0.964
72 H -0.4405 -6.0859 2.6768  C61 1.096
73 H 0.7572 -7.1479 3.2749  C61 1.096
74 H -0.9056 -7.3443 3.8466  C61 1.088
75 H -1.9372 -5.1761 5.0459  C63 1.089
76 H -0.8420 -3.8286 5.4719  C63 1.089
77 H -1.1547 -4.1366 3.7882  C63 1.089
78 H -0.6802 -6.8223 6.3472  C64 1.093
79 H 0.9121 -7.2988 5.7940  C64 1.094
80 H 0.1261 -4.7588 7.2376  C65 1.097
81 H 0.9074 -6.0934 8.0779  C65 1.089
82 H 2.9891 -5.7052 6.8702  C66 1.099
83 H 2.4838 -4.3291 7.5491  C66 1.103
84 H 1.4521 -2.3104 4.6929  C68 1.102
85 H 2.5209 -2.1375 5.9816  C68 1.094
86 H 0.8143 -2.6322 6.2556  C68 1.088
87 H 4.2862 -3.8649 5.7569  C69 1.092
88 H 3.7718 -3.4094 4.1497  C69 1.096
89 H 3.9947 -5.0998 4.4847  C69 1.088
90 H 1.7584 -5.1173 2.6154  O71 0.964
91 C 1.6625 7.9075 -1.8594  C92 1.509, H102 1.091, H103 1.088, H104 1.101
92 C 2.9513 7.3246 -1.3327  C91 1.509, C93 1.554, C94 1.529, N100 1.446
93 C 3.9454 7.1633 -2.5168  C92 1.554, H105 1.090, H106 1.092, H107 1.095
94 C 3.5999 8.3108 -0.3600  C92 1.529, C95 1.506, H108 1.094, H109 1.096
95 C 4.7042 7.6607 0.4317  C94 1.506, C96 1.541, H110 1.097, H111 1.099
96 C 4.1484 6.4710 1.2377  C95 1.541, C97 1.519, H112 1.094, H113 1.092
97 C 3.5118 5.4071 0.3593  C96 1.519, C98 1.537, C99 1.555, N100 1.450
98 C 4.5425 4.4159 -0.2037  C97 1.537, H114 1.094, H115 1.085, H116 1.090
99 C 2.4941 4.7092 1.3054  C97 1.555, H117 1.095, H118 1.091, H119 1.087
100 N 2.7236 6.0621 -0.6667  C92 1.446, C97 1.450, O101 1.405
101 O 1.8430 5.1868 -1.3245  N100 1.405, H120 0.966
102 H 1.7841 8.9341 -2.2094  C91 1.091
103 H 1.1869 7.2690 -2.6009  C91 1.088
104 H 0.9140 8.0332 -1.0622  C91 1.101
105 H 4.4822 8.0694 -2.7959  C93 1.090
106 H 4.6900 6.4087 -2.2530  C93 1.092
107 H 3.5004 6.7213 -3.4141  C93 1.095
108 H 4.0129 9.1509 -0.9258  C94 1.094
109 H 2.8638 8.7921 0.2937  C94 1.096
110 H 5.5939 7.4489 -0.1748  C95 1.097
111 H 5.1636 8.3994 1.1029  C95 1.099
112 H 3.4335 6.9900 1.8827  C96 1.094
113 H 4.9939 6.2003 1.8733  C96 1.092
114 H 3.9646 3.8351 -0.9291  C98 1.094
115 H 5.0117 3.8282 0.5789  C98 1.085
116 H 5.2414 4.9834 -0.8177  C98 1.090
117 H 2.9708 4.6090 2.2855  C99 1.095
118 H 2.3678 3.6844 0.9530  C99 1.091
119 H 1.5625 5.2455 1.4658  C99 1.087
120 H 1.0174 5.2345 -0.8257  O101 0.966
121 C -2.2788 5.6915 0.5559  C122 1.516, H132 1.089, H133 1.099, H134 1.092
122 C -3.6636 5.0857 0.6690  C121 1.516, C123 1.541, C124 1.529, N130 1.474
123 C -3.6885 3.6868 0.0219  C122 1.541, H135 1.089, H136 1.088, H137 1.092
124 C -4.1027 5.0157 2.1315  C122 1.529, C125 1.527, H138 1.099, H139 1.094
125 C -5.5974 4.9733 2.4432  C124 1.527, C126 1.539, H140 1.094, H141 1.085
126 C -6.3716 6.0127 1.6134  C125 1.539, C127 1.513, H142 1.093, H143 1.092
127 C -6.0413 6.0072 0.1371  C126 1.513, C128 1.548, C129 1.516, N130 1.443
128 C -6.7763 4.8378 -0.5628  C127 1.548, H144 1.093, H145 1.091, H146 1.088
129 C -6.5716 7.2792 -0.4955  C127 1.516, H147 1.092, H148 1.092, H149 1.094
130 N -4.6167 5.9262 -0.0775  C122 1.474, C127 1.443, O131 1.409
131 O -4.2319 6.1519 -1.4140  N130 1.409, H150 0.962
132 H -2.0923 6.5512 1.1978  C121 1.089
133 H -1.5399 4.9136 0.7925  C121 1.099
134 H -2.0063 5.9308 -0.4742  C121 1.092
135 H -4.6214 3.1909 0.2843  C123 1.089
136 H -3.5651 3.7764 -1.0549  C123 1.088
137 H -2.8913 3.0454 0.4044  C123 1.092
138 H -3.6588 4.0617 2.4499  C124 1.099
139 H -3.5793 5.7683 2.7280  C124 1.094
140 H -5.9268 3.9937 2.0835  C125 1.094
141 H -5.7686 5.1294 3.5027  C125 1.085
142 H -6.2067 6.9925 2.0681  C126 1.093
143 H -7.4194 5.7151 1.6981  C126 1.092
144 H -7.8639 4.9371 -0.5325  C128 1.093
145 H -6.5654 3.8685 -0.1077  C128 1.091
146 H -6.4167 4.8282 -1.5900  C128 1.088
147 H -6.0472 8.1830 -0.1795  C129 1.092
148 H -7.6441 7.4168 -0.3423  C129 1.092
149 H -6.4840 7.2044 -1.5831  C129 1.094
150 H -3.8851 7.0496 -1.4040  O131 0.962
151 C 3.3694 -8.2775 1.1735  C152 1.533, H162 1.091, H163 1.092, H164 1.089
152 C 3.3143 -7.7579 -0.2680  C151 1.533, C153 1.549, C154 1.529, N160 1.451
153 C 4.7732 -7.5335 -0.7385  C152 1.549, H165 1.092, H166 1.092, H167 1.092
154 C 2.7370 -8.8488 -1.1709  C152 1.529, C155 1.525, H168 1.089, H169 1.099
155 C 2.3319 -8.3303 -2.5468  C154 1.525, C156 1.534, H170 1.098, H171 1.091
156 C 1.4521 -7.0809 -2.4138  C155 1.534, C157 1.526, H172 1.091, H173 1.093
157 C 1.9796 -5.9550 -1.5284  C156 1.526, C158 1.534, C159 1.528, N160 1.448
158 C 3.0109 -5.0342 -2.1922  C157 1.534, H174 1.082, H175 1.102, H176 1.093
159 C 0.7565 -5.1261 -1.1379  C157 1.528, H177 1.088, H178 1.087, H179 1.098
160 N 2.4844 -6.5693 -0.3177  C152 1.451, C157 1.448, O161 1.413
161 O 2.7607 -5.6576 0.7254  N160 1.413, H180 0.970
162 H 3.4151 -9.3671 1.2067  C151 1.091
163 H 4.2589 -7.9164 1.6933  C151 1.092
164 H 2.5110 -7.9447 1.7542  C151 1.089
165 H 4.7956 -7.0880 -1.7353  C153 1.092
166 H 5.3747 -6.8954 -0.0882  C153 1.092
167 H 5.2970 -8.4768 -0.9071  C153 1.092
168 H 3.4534 -9.6665 -1.2329  C154 1.089
169 H 1.8149 -9.2398 -0.7197  C154 1.099
170 H 3.2372 -8.1063 -3.1270  C155 1.098
171 H 1.7965 -9.0857 -3.1231  C155 1.091
172 H 0.4945 -7.4413 -2.0341  C156 1.091
173 H 1.3168 -6.7099 -3.4331  C156 1.093
174 H 4.0309 -5.3943 -2.1806  C158 1.082
175 H 2.9912 -4.0845 -1.6342  C158 1.102
176 H 2.7054 -4.6620 -3.1733  C158 1.093
177 H 0.0715 -5.7378 -0.5555  C159 1.088
178 H 0.3737 -4.5335 -1.9650  C159 1.087
179 H 1.1129 -4.3994 -0.3964  C159 1.098
180 H 3.6016 -5.2468 0.4708  O161 0.970
181 C 5.2972 -1.3882 -3.9042  C182 1.509, H184 1.089, H185 1.094, H186 1.093
182 C 5.5448 -2.8757 -3.9588  C181 1.509, O183 1.419, H187 1.102, H188 1.093
183 O 4.6907 -3.5319 -4.8819  C182 1.419, H189 0.961
184 H 5.7247 -0.8632 -3.0507  C181 1.089
185 H 4.2170 -1.2155 -3.8971  C181 1.094
186 H 5.6429 -0.8805 -4.8085  C181 1.093
187 H 5.4584 -3.3368 -2.9617  C182 1.102
188 H 6.5826 -3.1372 -4.1824  C182 1.093
189 H 3.8230 -3.5475 -4.4687  O183 0.961

Output
Kohn-Sham gap in eV: 8.4
E_tot in Eh: -3060.58893
SMILES: CC1(C)CCCC(C)(C)N1O.CC1(C)CCCC(C)(C)N1O.CC1(C)CCCC(C)(C)N1O.CC1(C)CCCC(C)(C)N1O.CC1(C)CCCC(C)(C)N1O.CC1(C)CCCC(C)(C)N1O.CCO
LUMO level in eV: 0.500
Relative energy (zero: lowest compared OMol25 entry of this formula, charge and spin) in kJ/mol: 189.7